1 | Density functional theory data (the ωB97M-V functional and the def2-TZVPD basis) for a 2-piece molecular cluster, C4H12NO2 overall.

```
19
C4H12NO2, DFT the ωB97M-V functional and the def2-TZVPD basis
C 0.190 0.962 -0.137
N 0.409 -0.400 -0.820
C 0.522 -1.602 0.164
O 1.714 -1.660 0.908
C -1.110 1.550 -0.511
C -1.091 1.874 -1.983
H 1.077 1.501 -0.505
H 0.166 0.722 0.982
H 1.411 -0.332 -0.978
H 0.273 -2.418 -0.569
H -0.389 -1.397 0.823
H -1.990 0.871 -0.263
H -1.388 2.411 0.138
H -2.049 2.202 -2.364
H -0.875 0.968 -2.546
H -0.314 2.658 -2.255
H 1.194 -2.513 4.119
H 1.133 -2.355 2.500
O 1.117 -3.039 3.296
```

Results
charge	-1
orbital gap	0.265	hartree
lowest unoccupied orbital energy	3.85	eV

In elementary charge units, the Mulliken charges are: -0.656, -0.436, -0.335, -0.901, -0.252, -1.151, 0.401, 0.286, 0.197, 0.222, 0.215, 0.199, 0.299, 0.367, 0.348, 0.237, 0.259, 0.403, -0.699

---

2 | Density functional theory data (the ωB97M-V functional and the def2-TZVPD basis) for a 2-piece molecular cluster, C4H12NO2 overall.

```
19
C4H12NO2, DFT the ωB97M-V functional and the def2-TZVPD basis
C 0.455 -0.776 1.441
C -0.693 -0.302 0.513
C -1.567 0.792 1.156
N -0.145 0.062 -0.767
C 0.830 1.334 -1.034
O 0.221 2.321 -1.584
H 0.163 -0.567 2.477
H 0.700 -1.824 1.262
H 1.351 -0.202 1.227
H -1.291 -1.230 0.427
H -1.051 1.739 0.980
H -2.490 0.862 0.573
H -1.784 0.593 2.199
H -0.846 0.209 -1.484
H 1.206 1.509 -0.005
H 1.636 0.819 -1.602
H 0.657 -2.390 -2.053
H 1.162 -1.050 -1.659
O 1.485 -1.899 -2.065
```

Results
charge	-1
orbital gap	0.253	hartree
lowest unoccupied orbital energy	3.99	eV

In elementary charge units, the Mulliken charges are: -1.212, 0.309, -1.286, -0.403, -0.182, -0.839, 0.349, 0.311, 0.269, 0.166, 0.304, 0.324, 0.404, 0.143, 0.141, 0.174, 0.304, 0.479, -0.753

---

3 | Density functional theory data (the ωB97M-V functional and the def2-TZVPD basis) for a 2-piece molecular cluster, C4H12NO2 overall.

```
19
C4H12NO2, DFT the ωB97M-V functional and the def2-TZVPD basis
C 0.377 -1.334 -1.053
C 0.570 0.122 -0.560
C 2.039 0.522 -0.233
N -0.203 0.430 0.568
C -0.725 -0.527 1.746
O 0.265 -0.970 2.518
H -0.105 -1.832 -0.207
H 1.301 -1.849 -1.402
H -0.461 -1.145 -1.765
H 0.256 0.734 -1.378
H 2.533 0.138 0.658
H 2.130 1.609 -0.270
H 2.842 0.232 -1.013
H 0.095 1.284 0.962
H -1.277 -1.321 1.208
H -1.590 0.156 2.114
H -3.355 1.218 -1.142
H -2.073 0.941 -0.132
O -2.619 1.593 -0.618
```

Results
charge	-1
orbital gap	0.244	hartree
lowest unoccupied orbital energy	3.84	eV

In elementary charge units, the Mulliken charges are: -1.181, 0.731, -1.577, -0.285, -0.547, -0.846, 0.268, 0.310, 0.285, 0.156, 0.329, 0.391, 0.372, 0.133, 0.270, 0.200, 0.288, 0.411, -0.710

---

4 | Density functional theory data (the ωB97M-V functional and the def2-TZVPD basis) for C4H12NO2 as an isolated structure.

```
19
C4H12NO2, DFT the ωB97M-V functional and the def2-TZVPD basis
C 1.704 -1.668 -0.482
C 1.827 -0.697 0.660
N 2.004 0.708 0.240
C 0.464 1.193 -0.634
C -0.662 0.778 0.347
O -1.134 -0.562 0.158
H 0.929 -1.216 -1.150
H 2.658 -1.789 -1.064
H 1.462 -2.704 -0.137
H 2.595 -0.963 1.409
H 0.859 -0.716 1.291
H 1.528 0.755 -0.829
H 0.535 2.295 -0.561
H 0.085 0.823 -1.550
H -1.447 1.512 0.336
H -0.186 0.821 1.458
H -4.330 0.054 -0.160
H -2.085 -0.365 -0.186
O -3.445 0.424 -0.143
```

Results
charge	-1
orbital gap	0.275	hartree
lowest unoccupied orbital energy	3.96	eV

In elementary charge units, the Mulliken charges are: -1.053, -0.209, -0.597, -0.600, -0.650, -0.505, 0.224, 0.276, 0.314, 0.434, 0.170, 0.288, 0.410, 0.299, 0.457, 0.279, 0.113, 0.404, -1.054

---

Computed stability ranking, most favorable first: 2, 1, 3, 4

---

1 | Density functional theory data (the ωB97M-V functional and the def2-TZVPD basis) for an isolated ion of composition C7H17N2 and charge +1.

```
26
C7H17N2, DFT the ωB97M-V functional and the def2-TZVPD basis
C 3.100 -0.612 0.867
C 2.133 0.645 0.753
N 1.282 0.674 -0.496
C 0.439 -0.479 -0.736
C -0.828 -0.547 0.273
C -1.822 -1.846 0.048
C -1.462 0.813 -0.093
C -2.245 0.898 -1.309
N -1.359 1.795 0.723
H 3.523 -1.062 -0.144
H 2.330 -1.434 1.282
H 3.880 -0.469 1.605
H 1.491 0.638 1.676
H 2.765 1.576 0.573
H 1.773 0.960 -1.349
H 0.898 -1.475 -0.573
H 0.112 -0.334 -1.734
H -0.430 -0.482 1.264
H -1.942 -2.117 -0.945
H -2.744 -1.779 0.516
H -1.196 -2.567 0.426
H -2.168 1.838 -1.864
H -3.195 0.868 -0.887
H -2.051 0.036 -1.836
H -1.613 2.750 0.443
H -0.671 1.712 1.516
```

Results
charge	+1
orbital gap	0.331	hartree
SMILES string	CCNC[C@H](C)C(C)=[NH2+]
lowest unoccupied orbital energy	-3.65	eV

In elementary charge units, the Mulliken charges are: -0.979, -0.342, -0.163, -0.970, 0.216, -1.763, 0.611, -1.551, -0.190, 0.255, 0.204, 0.368, 0.153, 0.379, 0.252, 0.350, 0.562, 0.385, 0.420, 0.452, 0.522, 0.473, 0.473, 0.332, 0.275, 0.275

---

2 | Density functional theory data (the ωB97M-V functional and the def2-TZVPD basis) for a 2-piece molecular cluster, C7H17N2 overall.

```
26
C7H17N2, DFT the ωB97M-V functional and the def2-TZVPD basis
C 3.157 0.301 0.026
C 3.168 -1.142 0.355
C 3.059 1.487 -0.305
C -2.911 0.495 0.934
C 0.022 -1.224 -0.784
C -0.955 1.128 -1.150
C -2.029 -0.519 0.311
N -0.006 0.598 0.820
N -0.792 0.013 -0.245
H 2.326 -1.311 1.015
H 4.071 -1.462 0.732
H 3.235 -1.657 -0.563
H -0.573 0.892 1.623
H 0.989 0.427 0.811
H 3.088 2.464 -0.540
H -3.416 0.831 0.058
H -3.539 -0.057 1.546
H -2.249 1.200 1.386
H 1.007 -0.771 -0.981
H 0.237 -1.915 0.038
H -0.616 -1.552 -1.557
H -1.561 1.873 -0.686
H -0.015 1.484 -1.527
H -1.526 0.827 -2.091
H -2.483 -1.165 -0.384
H -1.689 -1.246 1.157
```

Results
charge	+1
orbital gap	0.400	hartree
lowest unoccupied orbital energy	-2.58	eV

In elementary charge units, the Mulliken charges are: -0.390, -1.388, 0.301, -1.247, -1.017, -0.650, -0.411, -0.449, 0.356, 0.344, 0.390, 0.384, 0.161, 0.003, 0.501, 0.383, 0.396, 0.347, 0.403, 0.354, 0.402, 0.370, 0.306, 0.368, 0.450, 0.333

---

3 | Density functional theory data (the ωB97M-V functional and the def2-TZVPD basis) for a 2-piece molecular cluster, C7H17N2 overall.

```
26
C7H17N2, DFT the ωB97M-V functional and the def2-TZVPD basis
C -1.485 -2.210 0.454
C 1.979 -1.029 0.768
C 1.644 1.379 -0.149
C 0.863 -0.590 -1.471
C -0.615 1.092 1.587
C 1.043 -0.069 -0.078
C -0.415 0.019 0.602
N -1.096 -1.036 0.666
N -2.487 1.013 -1.061
H -0.927 -3.023 0.937
H -2.360 -2.411 -0.270
H 1.825 -1.021 1.878
H 3.011 -0.600 0.875
H 1.817 -2.043 0.447
H 1.063 2.005 -0.802
H 1.556 1.854 0.839
H 2.583 1.411 -0.641
H 1.647 -0.425 -2.098
H 0.763 -1.713 -1.589
H -0.061 -0.154 -1.948
H -0.757 2.213 1.127
H -1.477 0.923 2.192
H 0.322 1.078 2.076
H -3.531 0.972 -1.025
H -2.381 0.379 -1.923
H -2.523 1.986 -1.392
```

Results
charge	+1
orbital gap	0.371	hartree
lowest unoccupied orbital energy	-4.41	eV

In elementary charge units, the Mulliken charges are: -0.275, -1.476, -1.709, -1.723, -1.652, 1.558, 0.865, 0.088, -0.770, 0.321, 0.284, 0.346, 0.378, 0.392, 0.431, 0.367, 0.511, 0.534, 0.326, 0.231, 0.284, 0.427, 0.469, 0.278, 0.265, 0.253

---

Computed stability ranking, most favorable first: 1, 3, 2

---

1 | Density functional theory data (the ωB97M-V functional and the def2-TZVPD basis) for a 2-piece molecular cluster, C2H9N4O overall.

```
16
C2H9N4O, DFT the ωB97M-V functional and the def2-TZVPD basis
C 1.691 -1.343 0.530
C -1.772 0.734 -0.155
N 1.714 -0.926 1.611
N 1.877 -1.502 -0.713
N 0.301 0.475 -1.458
N 1.243 -0.725 2.819
O -0.387 0.189 -0.166
H -2.125 0.946 0.901
H -2.307 -0.085 -0.551
H -1.931 1.626 -0.694
H 1.557 -0.624 -1.270
H 2.238 -2.391 -0.883
H 0.467 1.423 -1.488
H -0.315 0.234 -2.172
H 1.838 -0.183 3.446
H 0.326 -0.775 3.000
```

Results
charge	+1
orbital gap	0.413	hartree
lowest unoccupied orbital energy	-3.01	eV

In elementary charge units, the Mulliken charges are: 0.347, -0.693, 0.340, -0.317, -0.559, -0.447, -0.228, 0.228, 0.341, 0.320, 0.438, 0.240, 0.250, 0.274, 0.268, 0.196

---

2 | Density functional theory data (the ωB97M-V functional and the def2-TZVPD basis) for a 2-piece molecular cluster, C2H9N4O overall.

```
16
C2H9N4O, DFT the ωB97M-V functional and the def2-TZVPD basis
C -0.988 0.164 0.157
C 2.704 -0.444 0.302
N 0.855 0.217 1.649
N -2.041 0.524 0.806
N -0.770 -0.105 -1.071
N -1.840 0.018 -1.964
O 1.737 -0.761 1.326
H 3.512 -1.168 0.442
H 3.050 0.545 0.477
H 2.141 -0.462 -0.658
H -2.999 0.499 0.405
H -2.109 0.720 1.792
H 0.233 -0.300 -1.334
H -1.652 -0.304 -2.924
H -2.232 0.982 -1.914
H 0.401 -0.124 2.509
```

Results
charge	+1
orbital gap (spin up / spin down)	0.306 / 0.345	hartree
lowest unoccupied orbital energy (spin up / spin down)	-5.21 / -4.46	eV

In elementary charge units, the Mulliken charges are: 0.433, -0.325, -0.352, -0.347, 0.266, -0.733, -0.064, 0.242, 0.290, 0.092, 0.259, 0.226, 0.192, 0.270, 0.261, 0.292

---

Computed stability ranking, most favorable first: 1, 2